#a
8
Properties=species:S:1:pos:R:3 method="wB97M-V/def2-TZVPD" orbital_gap_ev=10.4 lumo_ev=0.89 smiles="C=[N+]([O-])OO"
C 1.3907 -0.0539 0.2210
N 0.2119 -0.5087 0.0495
O -0.7589 0.6603 0.2118
O -2.1114 0.4376 -0.0109
O -0.1898 -1.6126 -0.1865
H 2.2071 -0.7506 0.1535
H 1.5421 0.9845 0.4350
H -2.2917 0.8433 -0.8735


#b
8
Properties=species:S:1:pos:R:3 method="wB97M-V/def2-TZVPD" orbital_gap_ev=11.3 lumo_ev=0.74 smiles="NC(=O)OO"
C -0.3094 0.2183 0.0785
N 0.2701 0.9847 -1.0176
O -1.2309 0.5222 0.7595
O 0.1530 -1.7650 1.1722
O 0.4982 -0.7918 0.2095
H -0.0489 1.8311 -1.4038
H 0.4128 0.3961 -1.8198
H 0.2551 -1.3957 2.0213


#c
8
Properties=species:S:1:pos:R:3 method="wB97M-V/def2-TZVPD" orbital_gap_ev=11.8 lumo_ev=0.23 smiles="O=[N+]([O-])CO"
C 0.0670 0.3716 -0.4911
N 0.5114 -0.7377 0.3973
O 1.3892 -1.4674 0.0166
O -0.0012 -0.6604 1.4501
O -1.1597 1.0767 0.0008
H 0.8683 0.9509 -0.6313
H -0.0348 -0.1514 -1.4490
H -1.6402 0.6177 0.7066


#d
8
Properties=species:S:1:pos:R:3 method="wB97M-V/def2-TZVPD" orbital_gap_ev="10.1 / 8.7" lumo_ev="-0.54 / -0.71"
C -0.1716 -0.2429 0.1848
N 0.9018 0.4594 -0.4239
O -1.2301 0.8803 0.4365
O 1.7772 1.1787 0.2338
O -2.3696 0.6429 -0.1533
H -0.5614 -0.9368 -0.6864
H -0.0040 -0.8122 1.1479
H 0.8322 0.7154 -1.4302


Which structure loses on stability? #d does.


#a
58
Properties=species:S:1:pos:R:3 method="wB97M-V/def2-TZVPD" orbital_gap_ev=9.1 lumo_ev=-0.01
C -0.9316 3.1631 -0.0133
N -0.1125 2.1579 -0.7607
C -0.9893 1.3230 -1.6245
C -0.1938 0.4251 -2.5694
C 0.8393 -0.4528 -1.8712
O 0.8086 -0.5860 -0.3855
C -0.0703 4.4646 0.0656
N 1.2615 4.2388 0.5863
H -1.2296 2.7415 0.9428
H -1.7673 3.3831 -0.6659
H 0.3575 1.5906 -0.0710
H -1.6764 0.6935 -1.0616
H -1.4610 2.1080 -2.2100
H -0.7622 -0.2178 -3.2535
H 0.2923 1.0046 -3.3725
H 1.8958 -0.2850 -2.0982
H 0.6872 -1.5285 -2.0363
H 1.3767 0.0998 -0.0079
H -0.6517 5.1176 0.7328
H -0.1462 4.8969 -0.9266
H 1.3005 3.4302 1.2011
H 1.8553 3.9093 -0.1698
H 0.1255 -3.5301 0.1251
H 1.3365 -3.7373 0.7724
O 0.8435 -4.1819 0.0642
H -1.5024 -4.7507 -0.8090
H -2.2342 -3.3176 -0.7855
O -1.5045 -3.8520 -1.1426
H 2.1692 0.9000 2.5477
H 3.0622 1.1040 1.2766
O 2.1584 0.8737 1.5872
H -2.8093 -0.2871 3.5140
H -2.6407 0.8169 2.4501
O -3.0367 0.6231 3.3043
H 1.5531 2.1597 -2.0224
H 2.6623 2.5570 -2.9982
O 2.4504 2.5372 -2.0598
H 2.2774 -1.6155 1.2557
H 3.6314 -2.1502 1.9341
O 2.6734 -2.1513 1.9522
H -4.9670 -0.1856 0.6783
H -4.7747 -0.5465 2.2107
O -5.0811 -0.8630 1.3524
H 0.6764 -3.7950 -2.8280
H -0.5928 -3.0087 -2.3818
O 0.0919 -3.0791 -3.0844
H -0.3117 -0.8160 0.7172
H -0.8516 -1.7214 1.8856
O -1.0266 -0.9040 1.4024
H 0.6103 -3.3974 3.2153
H 0.8204 -1.9342 2.7402
O 0.1617 -2.6250 2.8652
H 3.4632 2.0172 -0.7050
H 4.9302 1.4082 -0.3404
O 4.0331 1.5765 -0.0449
H -2.2392 -1.7302 0.3670
H -3.8100 -1.8976 0.5334
O -3.0306 -2.1733 0.0199


#b
58
Properties=species:S:1:pos:R:3 method="wB97M-V/def2-TZVPD" orbital_gap_ev=8.2 lumo_ev=-0.26
C -2.7073 1.4078 -1.4774
C -1.9755 0.8434 -0.2683
C -3.0268 0.2022 0.8508
C -3.2860 -1.2866 0.7458
O -4.1429 1.1788 1.0609
N -0.9787 -0.2568 -0.6006
C 0.3563 -0.3502 0.0812
N 0.8999 -1.7122 -0.1069
H -3.4707 0.6945 -1.8266
H -2.1975 1.7793 -2.3358
H -3.2884 2.2871 -1.0108
H -1.5683 1.5539 0.4938
H -2.6986 0.2199 1.8801
H -3.0782 -1.8108 1.7420
H -4.3672 -1.3802 0.3627
H -2.6676 -1.7620 0.0207
H -4.8806 0.7252 0.6872
H -1.0149 -0.4081 -1.6820
H 1.1661 0.5236 -0.3006
H 0.0050 0.1398 0.9722
H 0.4314 -2.2643 -0.8928
H 0.8696 -2.2665 0.7443
H 4.4093 -1.5098 0.0119
H 3.0615 -2.2912 0.0173
O 4.0685 -2.5275 -0.2066
H -0.8731 2.4628 2.4313
H -2.4755 2.3335 2.6805
O -1.6246 2.7565 3.0024
H -0.0334 -2.8430 2.5476
H 0.4492 -1.3043 2.3704
O -0.2725 -2.0304 2.2498
H 0.4976 2.9739 -4.1148
H 1.2613 1.7604 -3.8214
O 0.8029 2.3862 -3.5982
H 1.0471 3.6201 0.0659
H 0.8030 2.1882 -0.0442
O 1.2132 2.8121 0.3814
H -0.9288 -3.6208 -1.9860
H -1.7932 -2.8320 -2.9843
O -0.9119 -3.0523 -2.6589
H 1.6274 -0.1602 3.6432
H 2.6398 -0.1392 2.6236
O 1.8621 -0.5581 2.7893
H 1.2222 -1.2892 -3.2887
H 2.5859 -1.0764 -2.3827
O 2.1991 -1.0310 -3.2993
H -0.6746 3.9766 -0.7623
H 0.0896 2.9282 -1.6595
O -0.7918 3.1278 -1.1827
H 1.7692 2.7900 2.1179
H 2.1124 2.1372 3.5426
O 1.3931 2.4097 2.9601
H 3.8130 0.6379 -0.0084
H 4.4120 0.0587 -1.4677
O 4.3086 -0.0705 -0.5284
H 1.0339 -4.2979 -0.1576
H -0.4162 -3.6635 0.0903
O 0.0845 -4.4001 -0.0898


Which structure loses on stability? #b does.


#a
39
Properties=species:S:1:pos:R:3 method="wB97M-V/def2-TZVPD" orbital_gap_ev=8.6 lumo_ev=0.36 smiles="O=S1(=O)C[C@@H](N(CCO)C(=S)Nc2ccccc2)[C@@H](O)C1"
O 4.9133 2.6384 -1.0649
S 4.3281 1.4103 -0.6218
O 5.1518 0.2242 -0.6532
C 2.7900 1.0128 -1.5491
H 2.6273 1.7691 -2.3086
H 2.9752 0.0410 -1.9969
C 1.7397 1.0046 -0.4574
N 0.5088 0.2737 -0.7120
C -0.5759 0.6034 0.0598
N -1.6097 -0.2689 0.0213
C -2.9005 -0.1304 0.5369
C -3.5746 -1.3006 0.8850
C -4.8674 -1.2456 1.3662
C -5.5090 -0.0250 1.5005
C -4.8496 1.1357 1.1352
C -3.5555 1.0914 0.6493
H -3.0578 2.0016 0.3608
H -5.3466 2.0901 1.2235
H -6.5182 0.0187 1.8810
H -5.3760 -2.1588 1.6380
H -3.0731 -2.2521 0.7748
H -1.3712 -1.2298 -0.2134
S -0.5731 1.9719 0.9982
C 0.4366 -0.7667 -1.7149
H 1.0897 -0.4935 -2.5441
C 0.8247 -2.1618 -1.2049
H 1.1416 -2.7824 -2.0536
H 1.6501 -2.0720 -0.4909
O -0.3080 -2.7510 -0.5848
H -0.0336 -3.5351 -0.0994
H -0.5842 -0.8075 -2.1056
H 1.4289 2.0405 -0.2590
C 2.4553 0.5164 0.8436
C 3.5893 1.5045 1.0420
H 3.2487 2.5131 1.2449
H 4.3188 1.1755 1.7749
O 2.9346 -0.7980 0.7426
H 3.7944 -0.7834 0.2858
H 1.7372 0.5256 1.6702


#b
39
Properties=species:S:1:pos:R:3 method="wB97M-V/def2-TZVPD" orbital_gap_ev=10.1 lumo_ev=0.29 smiles="O=S(=O)(NC1CC1)c1cccc(S(=O)(=O)N2CCCC2)c1"
O 4.3654 1.5622 1.2199
S 3.3465 0.5702 1.0526
O 2.8125 -0.0733 2.2189
N 3.9409 -0.5561 -0.0342
H 4.9219 -0.7303 0.1319
C 3.1353 -1.7346 -0.1646
C 2.2183 -1.8136 -1.3516
C 3.4320 -2.6896 -1.2780
H 3.3045 -3.7438 -1.0874
H 4.2608 -2.4543 -1.9273
H 1.2357 -2.2422 -1.2296
H 2.2503 -0.9892 -2.0470
H 2.7863 -2.1368 0.7825
C 1.9964 1.2136 0.0752
C 0.7956 0.5356 0.1091
C -0.2100 0.9295 -0.7516
C -0.0361 1.9959 -1.6133
C 1.1679 2.6876 -1.6155
C 2.1961 2.2829 -0.7773
H 3.1534 2.7798 -0.7661
H 1.3079 3.5263 -2.2800
H -0.8462 2.2642 -2.2740
S -1.7006 -0.0675 -0.7758
O -1.3101 -1.4197 -1.0517
O -2.6529 0.5548 -1.6550
N -2.1360 0.0301 0.8400
C -2.8359 -1.1272 1.3807
H -2.4110 -1.3537 2.3624
H -2.6557 -1.9724 0.7177
C -4.3265 -0.7422 1.4892
H -4.9562 -1.4130 0.9091
H -4.6489 -0.7822 2.5295
C -4.3921 0.6948 0.9567
H -4.6338 0.6967 -0.1059
H -5.1137 1.3093 1.4905
C -2.9555 1.1917 1.1286
H -2.7593 1.5051 2.1580
H -2.6936 1.9973 0.4447
H 0.6464 -0.2861 0.7884


Which structure loses on stability? #b does.


#a
19
Properties=species:S:1:pos:R:3 method="wB97M-V/def2-TZVPD" orbital_gap_ev="7.6 / 7.6" lumo_ev="-4.89 / -4.89" charge=+1
C -0.4081 -0.4643 3.4622
C -0.1051 0.0278 2.2444
C -0.8940 -0.3297 1.1677
C 0.7850 0.6696 -0.9862
N 0.6305 0.8487 -2.4284
N 0.7480 -0.7247 -0.6848
N -0.2313 -1.3296 -1.5095
O -1.8095 -0.7485 0.6016
O -0.3177 1.2853 -0.3249
H 0.2256 -0.2649 4.3098
H -1.2828 -1.0725 3.6318
H 0.7716 0.6322 2.0730
H 1.7331 1.0570 -0.5847
H 0.2514 1.7571 -2.6637
H 1.5193 0.7366 -2.9026
H 0.0483 -2.2907 -1.7324
H -1.1788 -1.3429 -1.0406
H -0.2690 -0.6904 -2.3645
H -0.2166 2.2438 -0.2681


#b
19
Properties=species:S:1:pos:R:3 method="wB97M-V/def2-TZVPD" orbital_gap_ev="7.4 / 8.2" lumo_ev="-5.12 / -4.38" charge=+1
C 2.1164 -0.6340 0.0304
C -0.4735 -0.4791 -0.2930
C 2.4529 -2.0566 0.0078
C -2.2851 1.2608 0.4386
N -0.8976 -1.5595 -0.0136
N 2.5928 0.5201 -0.1150
N -1.1002 0.8905 -0.3879
O 1.6596 1.4680 -0.4662
O 3.7054 0.9190 0.2423
H 1.4975 -2.5918 0.3478
H 2.6142 -2.2932 -1.0866
H 3.3689 -2.1555 0.6038
H -3.0403 1.9543 -0.1506
H -2.7706 0.3368 0.6822
H -1.9237 1.7198 1.3433
H 2.1577 2.2683 -0.4119
H -1.8918 -1.9427 0.2040
H -1.0927 1.0066 -1.4922
H -0.3175 1.5417 -0.1554


Which structure loses on stability? #b does.


#a
9
Properties=species:S:1:pos:R:3 method="wB97M-V/def2-TZVPD" orbital_gap_ev=9.1 lumo_ev=-1.62
C -0.9825 1.2325 1.9763
C 0.8522 -0.8966 0.0821
C 0.3658 -0.5021 -1.3118
N -1.6686 0.3759 2.3322
F -0.1996 2.1250 1.5631
F 1.4833 -2.0040 -0.0019
F -0.2305 -1.4870 -1.9353
F -0.5277 0.5754 -1.2956
F 1.3790 -0.0381 -2.0521


#b
9
Properties=species:S:1:pos:R:3 method="wB97M-V/def2-TZVPD" orbital_gap_ev=11.1 lumo_ev=-0.14 smiles="FC(F)(F)C1=NC1(F)F"
C -0.3143 -0.0731 -0.1156
C -0.6547 -1.0176 0.9242
C 0.6879 0.8766 -0.8188
N -1.4891 -0.4986 -0.1429
F -0.1506 -2.2214 1.0559
F -0.9894 -0.7076 2.2027
F 1.8542 0.9076 -0.2547
F 0.8631 0.5663 -2.0815
F 0.1929 2.1678 -0.7696


Which structure loses on stability? #a does.


#a
17
Properties=species:S:1:pos:R:3 method="wB97M-V/def2-TZVPD" orbital_gap_ev=9.9 lumo_ev=0.83 smiles="C/C=C/[C@H]1[C@@H](O)[C@@H]1Cl"
C -2.4372 -0.9319 1.5194
C -1.5012 0.0890 0.9034
C -0.3949 -0.2238 0.2530
C 0.5204 0.7890 -0.3395
C 1.9875 0.5094 -0.5154
C 1.0953 0.5614 -1.7142
H -3.4220 -0.8803 1.0936
H -2.5421 -0.7650 2.5865
H -2.0729 -1.9770 1.3282
H -1.7708 1.1318 1.0026
H -0.1124 -1.2600 0.1315
H 0.2822 1.8239 -0.1001
H 2.6537 1.3265 -0.3793
H 3.1702 -0.9879 -0.6491
H 0.8815 -0.3725 -2.1912
O 2.4364 -0.7340 -0.0761
Cl 1.2264 1.9015 -2.8533


#b
17
Properties=species:S:1:pos:R:3 method="wB97M-V/def2-TZVPD" orbital_gap_ev=9.8 lumo_ev=0.69 smiles="CC[C@@H]1OCC=C1Cl"
C -2.2182 -1.3159 0.1830
C -0.8151 -1.5192 0.2423
C 0.0763 -0.5640 -0.4984
C 2.3185 -0.3876 0.3554
C 1.6105 1.0572 0.1783
C 0.3548 0.8153 -0.3146
H -2.9220 -1.7736 1.0778
H -2.6429 -2.0302 -0.7083
H -2.5028 -0.1570 0.2562
H -0.6512 -2.5797 -0.1829
H -0.3082 -1.2469 1.2404
H -0.0134 -0.7563 -1.5642
H 2.6199 -0.6166 1.5320
H 3.2912 -0.4167 -0.3498
H 2.1764 2.0556 0.4573
O 1.4166 -1.2643 -0.3350
Cl -1.0789 1.7130 0.0027


Which structure loses on stability? #b does.


#a
14
Properties=species:S:1:pos:R:3 method="wB97M-V/def2-TZVPD" orbital_gap_ev=9.3 lumo_ev=-0.54
O -2.7607 -0.5166 -0.0163
C -2.7400 0.8074 0.1486
C -1.3931 -0.9960 -0.0478
O -3.7186 1.4696 0.3936
O -1.5070 1.2870 0.0502
C -0.6123 0.2349 -0.4672
H -1.3220 -1.8230 -0.7626
H -1.1607 -1.3617 0.9632
H -0.6934 0.3227 -1.5658
O 3.0747 -0.6851 0.6723
C 3.8197 0.4068 0.5216
O 3.2533 1.2558 -0.2116
H 4.3412 -0.8051 0.2224
Cd 1.4190 0.4032 0.0993


#b
14
Properties=species:S:1:pos:R:3 method="wB97M-V/def2-TZVPD" orbital_gap_ev=7.1 lumo_ev=-2.29
O 1.4913 -0.0611 2.5954
C 1.8844 0.5803 1.7077
O 2.4592 1.2105 0.9163
O -0.3829 0.5709 0.2771
C -0.1228 -0.0632 -1.0265
H 0.7454 0.4879 -1.4265
C 0.3203 -1.4950 -0.7712
H 1.1694 -1.5598 -0.0667
H -0.4935 -2.1237 -0.3791
H 0.6602 -1.9449 -1.7170
C -1.6002 1.1760 0.5691
O -2.4666 1.2474 -0.3713
O -1.7486 1.5984 1.7101
Cd -1.9156 0.3763 -2.0173


Which structure loses on stability? #a does.


#a
18
Properties=species:S:1:pos:R:3 method="wB97M-V/def2-TZVPD" orbital_gap_ev=10.3 lumo_ev=0.76
C -1.9757 -0.9050 -0.9139
C 1.6375 -1.2088 0.7647
C 0.8973 1.9638 1.1331
C -0.7862 0.1448 -0.8536
O 0.1596 -0.0798 -1.9048
Si 0.2508 0.1383 0.7664
H -1.7243 -1.9564 -0.7816
H -2.8335 -0.6195 -0.3388
H -2.3150 -0.8329 -1.9488
H 2.4821 -1.0639 -0.0007
H 2.3027 -1.2786 1.6881
H 1.2156 -2.3115 0.7144
H 1.8778 2.1857 1.4586
H 0.8847 2.2922 0.1064
H 0.1509 2.5459 1.7287
H -1.3516 1.0621 -1.1659
H 0.0823 0.4149 -2.6600
H -0.9550 -0.4913 2.2076


#b
18
Properties=species:S:1:pos:R:3 method="wB97M-V/def2-TZVPD" orbital_gap_ev=9.9 lumo_ev=0.94
C 0.6034 2.5724 -1.1028
C 0.8437 -1.1045 1.5569
C -1.7093 -0.5155 0.1131
C 1.0757 1.2941 -0.3226
O 1.1487 0.0680 -1.1730
Si 0.1530 -0.2204 0.0749
H 0.1754 3.1725 -0.3977
H 1.4149 2.9911 -1.6426
H -0.1498 2.3438 -1.8122
H 0.2737 -0.7391 2.3799
H 0.5788 -2.0674 1.4046
H 1.8650 -0.8882 1.5370
H -2.3267 0.1853 -0.4315
H -1.9924 -1.3793 -0.3864
H -2.1490 -0.4064 1.1699
H 2.1127 1.4551 0.2148
H -1.2755 -3.2322 -0.3523
H -0.6424 -3.5293 -0.8301


Which structure loses on stability? #a does.


#a
10
Properties=species:S:1:pos:R:3 method="wB97M-V/def2-TZVPD" orbital_gap_ev=10.5 lumo_ev=0.37 smiles="CS(N)(=O)=O"
C 1.0240 -0.1093 -0.4258
N -1.4215 0.2044 0.4963
O -0.5175 1.8696 -1.4861
O -1.1671 -0.5776 -1.8694
S -0.6714 0.3245 -0.9499
H 0.8577 -1.0185 0.1254
H 1.7021 -0.2016 -1.3623
H 1.3347 0.6238 0.3708
H -2.1906 0.8413 0.5928
H -0.6769 0.4582 1.0783


#b
10
Properties=species:S:1:pos:R:3 method="wB97M-V/def2-TZVPD" orbital_gap_ev=10.9 lumo_ev=0.77
C -0.2156 -0.0075 -1.5405
N -0.2189 0.7165 1.5825
O 0.7719 -1.6124 0.1611
O 1.0383 -0.3545 -2.0789
S 1.0169 -0.2966 -0.3909
H -0.6812 0.9982 -1.6368
H -0.9721 -0.8259 -1.7496
H 0.6405 0.5886 2.1137
H -0.9271 1.0654 2.2435
H -0.4528 -0.2719 1.2959


Which structure loses on stability? #b does.


#a
16
Properties=species:S:1:pos:R:3 method="wB97M-V/def2-TZVPD" orbital_gap_ev=9.9 lumo_ev=0.97 smiles=N[C@@H](O)N[C@@H](N)O
C 0.6086 0.1267 1.1515
C 0.3837 -0.1652 -1.2792
N 0.4263 -0.7449 0.0373
N -0.4813 1.0935 1.2938
N -0.9043 -0.8287 -1.6974
O 0.7004 -0.6507 2.3311
O 0.3168 1.2183 -1.4081
H 1.0920 -1.4950 2.0783
H -0.1377 1.5702 -0.6143
H -0.6388 -1.2750 -0.2805
H 1.5326 0.7162 1.0196
H 1.1924 -0.5184 -1.9344
H -1.3216 0.5906 1.5700
H -0.2652 1.7551 2.0332
H -1.6736 -0.1648 -1.6727
H -0.8303 -1.2278 -2.6281


#b
16
Properties=species:S:1:pos:R:3 method="wB97M-V/def2-TZVPD" orbital_gap_ev=10.5 lumo_ev=0.67 smiles="NC(=O)O.NCN"
N 0.2341 -0.2848 2.6945
C 0.6543 -1.4152 2.0328
O 1.3444 -1.1315 0.9001
O 0.5166 -2.5198 2.4779
H 0.7222 0.5761 2.4946
H -0.0437 -0.4347 3.6479
H 0.7173 -0.9889 0.1443
N -0.4345 -0.5024 -1.1737
C -0.0198 0.9110 -1.2222
N -0.6672 1.7851 -2.1784
H -1.4227 -0.5788 -0.9537
H -0.2880 -0.9546 -2.0701
H -0.1770 1.3193 -0.2266
H 1.0436 0.9255 -1.4155
H -0.5167 1.4692 -3.1313
H -1.6630 1.8247 -2.0205


Which structure loses on stability? #a does.